Entry 1:
Below is one molecule with the formula C3H4N2O at a distorted geometry, with properties calculated with wB97M-V/def2-TZVPD.

The geometry in XYZ format:
```
10
Properties=species:S:1:pos:R:3:forces:R:3:mulliken_charge:R:1
O -0.155309 -2.257976 -0.542827 -0.24 -0.23 0.56 -0.70
C -0.172741 -1.074647 -0.201795 -0.36 -0.62 0.40 0.57
C -0.245394 -0.382650 1.054037 -0.17 -0.02 0.21 -0.50
C 0.016235 0.915092 0.785892 0.21 -0.31 -0.20 -0.30
N 0.373870 1.079385 -0.545992 0.43 -0.33 -0.20 -0.16
N 0.025075 -0.149312 -1.192054 -0.43 -1.01 0.13 -0.30
H -0.410725 -0.893231 1.983550 -0.11 0.26 0.20 0.37
H -0.020067 1.762626 1.471987 0.19 -0.18 -0.47 0.38
H 0.182549 1.969724 -0.996484 -0.22 -0.62 -0.25 0.26
H 0.406507 -0.969011 -1.816313 0.71 3.07 -0.37 0.36
```
Positions in Å, forces in eV/Å.

Summary:
- structure (SMILES) = O=c1cc[nH][nH]1
- Kohn-Sham gap (eV) = 9.6
- HOMO (eV) = -8.777

Entry 2:
Below is C41H40BaN13O5S2 as an isolated structure at a distorted geometry, with properties calculated with wB97M-V/def2-TZVPD.

The geometry in XYZ format:
```
102
Properties=species:S:1:pos:R:3:forces:R:3:mulliken_charge:R:1
Ba 0.659986 0.074087 -0.437386 0.31 -1.45 2.43 2.68
O -1.262617 0.587674 -4.560194 0.01 0.13 -0.14 -0.70
C -0.583454 0.533632 -3.547853 0.06 0.24 -0.39 -0.73
N -0.594174 -0.415700 -2.589784 -0.16 -0.18 -0.23 0.65
C -1.112372 -1.640083 -2.802515 -0.33 -0.22 -0.01 -0.56
O -1.330301 -2.216638 -3.856504 -0.02 -0.14 -0.08 -0.72
C -1.475723 -2.420611 -1.512579 -0.11 -0.15 -0.47 0.12
C -2.359519 -3.492989 -1.622595 0.06 0.09 -0.09 -0.82
C -2.741550 -4.161623 -0.476162 0.08 0.08 0.10 -0.42
C -2.230859 -3.754960 0.749874 0.24 0.32 -0.01 -0.78
C -1.332025 -2.690631 0.767001 -0.44 -0.56 -0.10 -0.88
N -0.966234 -2.067356 -0.341617 -0.07 0.21 -0.15 1.00
C 0.347421 1.738355 -3.279459 -0.24 -0.19 -0.42 0.52
C 0.818785 2.463824 -4.364905 -0.10 -0.02 -0.10 -0.60
C 1.631528 3.554586 -4.134778 0.00 -0.05 -0.07 -0.72
C 1.932304 3.914386 -2.832150 0.07 0.14 0.20 -0.82
C 1.412112 3.151187 -1.804581 0.06 0.26 -0.32 -1.05
N 0.654355 2.087051 -2.036472 -0.34 0.24 -0.28 1.05
H -2.722167 -3.760789 -2.603557 -0.01 0.00 -0.03 0.59
H -3.436919 -4.986246 -0.531471 -0.07 -0.09 0.00 0.39
H -2.514981 -4.244865 1.667396 -0.03 -0.05 0.12 0.47
H -0.891990 -2.326670 1.686955 0.04 0.02 0.12 0.52
H 0.538082 2.145802 -5.356387 -0.01 -0.01 -0.06 0.56
H 2.034703 4.120076 -4.962991 0.02 0.03 -0.06 0.40
H 2.563870 4.764894 -2.613423 0.00 0.00 0.00 0.48
H 1.581423 3.399382 -0.763927 0.09 0.00 0.11 0.54
C 0.587209 3.221943 3.611277 -0.15 -0.04 -0.19 -1.68
C 0.583715 1.844320 2.998594 -0.36 0.53 -0.50 0.27
N 0.008180 1.562011 1.879625 0.17 -0.11 0.85 0.47
N -0.652296 2.548441 1.224171 0.15 0.26 -0.01 -0.55
C -1.431371 2.027027 0.269830 -0.33 0.18 0.08 -0.08
O -1.599295 0.810487 0.030637 -1.29 0.50 0.31 -0.69
C -2.126340 3.022501 -0.603987 -0.09 0.07 -0.08 0.35
C -2.768485 2.542251 -1.739624 0.06 0.05 0.12 -0.51
C -3.364382 3.417613 -2.627214 -0.06 -0.03 -0.12 -0.64
C -3.341717 4.778261 -2.379512 -0.04 0.15 -0.04 -0.37
C -2.717991 5.263747 -1.239699 -0.01 0.11 -0.02 -0.74
C -2.106845 4.392760 -0.356822 0.08 -0.18 0.06 -0.07
C 1.257088 0.755008 3.712906 0.13 0.04 0.29 0.73
C 2.067682 1.038426 4.824419 -0.10 -0.06 -0.26 -0.73
C 2.685051 0.006484 5.501106 -0.04 -0.20 -0.04 -0.55
C 2.459966 -1.291774 5.072981 -0.07 -0.05 -0.06 -1.00
C 1.619004 -1.474059 3.977386 0.36 -0.30 0.30 0.14
N 1.039585 -0.500911 3.309045 -0.12 0.13 -0.25 0.08
H -0.108149 3.851574 3.060021 0.04 -0.03 0.03 0.35
H 1.578836 3.674793 3.553137 0.09 0.04 -0.02 0.31
H 0.298884 3.194938 4.661989 -0.04 -0.02 0.07 0.38
H -2.763996 1.480522 -1.923446 0.01 -0.16 -0.02 0.38
H -3.829855 3.033653 -3.522214 -0.05 -0.04 -0.10 0.41
H -3.802861 5.463882 -3.078194 -0.03 0.04 -0.03 0.38
H -2.699142 6.327567 -1.045974 0.00 0.08 0.01 0.39
H -1.597302 4.754206 0.522968 0.04 0.03 0.08 0.41
H 2.215073 2.057697 5.138131 0.03 0.13 0.02 0.39
H 3.322856 0.211042 6.351134 0.02 0.00 0.02 0.42
H 2.908197 -2.143318 5.567916 -0.01 0.01 -0.01 0.41
H 1.400337 -2.474285 3.625662 0.03 -0.18 -0.03 0.29
C 2.144418 -3.465231 -1.506167 -0.12 0.03 -0.23 -0.62
N 3.001843 -4.622691 -1.767990 -0.01 -0.08 -0.26 0.35
C 2.454314 -5.766603 -1.057074 -0.11 -0.25 -0.12 -0.78
N 2.360232 -5.533138 0.384234 -0.16 -0.18 0.07 0.06
C 1.519672 -4.351909 0.581250 -0.30 -0.05 0.18 -0.46
N 2.056521 -3.173172 -0.080922 -0.24 0.28 0.20 1.14
C 3.403331 -2.923910 0.419597 0.06 0.22 0.20 -0.56
N 4.285290 -4.070478 0.213087 0.21 0.03 0.15 0.15
C 4.322390 -4.339726 -1.218486 0.31 0.00 -0.16 -0.21
C 3.697532 -5.220765 0.878093 0.15 -0.21 0.26 -0.81
H 1.140592 -3.661330 -1.891004 0.01 -0.02 -0.04 0.31
H 2.545423 -2.593439 -2.012681 0.02 0.05 -0.09 -0.52
H 3.096674 -6.636635 -1.230471 -0.04 0.03 0.00 0.39
H 1.454469 -5.981773 -1.448175 0.07 -0.01 0.05 0.37
H 1.429791 -4.161177 1.655519 0.02 0.03 -0.02 -0.18
H 0.521526 -4.557846 0.181161 0.08 0.00 0.05 0.28
H 3.358218 -2.694818 1.487867 -0.03 0.00 0.00 0.03
H 3.806024 -2.060296 -0.102983 0.09 0.10 -0.04 0.10
H 4.977704 -5.202001 -1.401942 -0.06 0.09 0.00 0.39
H 4.734344 -3.467047 -1.723546 0.01 -0.06 0.08 -0.28
H 3.640240 -5.018178 1.954331 0.00 -0.04 -0.09 0.34
H 4.344169 -6.091718 0.718551 -0.05 0.05 0.03 0.36
N 7.614973 -4.303319 -3.770163 0.14 -0.23 0.02 -0.65
C 6.628981 -3.333982 -3.612433 -0.25 0.19 -0.08 0.95
C 5.367834 -3.497788 -4.186595 0.19 0.12 -0.01 -0.64
C 4.402551 -2.516837 -4.047845 -0.12 -0.12 -0.15 -0.32
C 4.673367 -1.360960 -3.341758 -0.32 0.38 0.11 -0.34
C 5.929475 -1.181012 -2.786368 0.17 0.04 0.13 -0.34
C 6.900484 -2.156730 -2.912750 -0.10 -0.04 -0.06 -0.96
S 3.393565 -0.113092 -3.144764 0.36 -0.25 -0.17 1.70
O 2.288993 -0.570050 -3.935363 -0.11 -0.10 -0.22 -0.81
O 4.008215 1.160447 -3.459077 -0.02 -0.19 -0.09 -0.82
N 2.932281 -0.175568 -1.613845 1.06 -0.17 -0.83 0.06
C 3.504530 0.631638 -0.709056 0.74 0.48 0.35 0.28
S 4.810436 1.768682 -1.010524 0.14 0.24 0.20 -0.15
C 4.809641 2.170489 0.665104 0.12 0.13 -0.03 -0.71
C 3.830884 1.502562 1.300172 0.22 0.38 0.45 -0.85
N 3.093582 0.654203 0.549144 0.23 -0.69 -0.59 0.00
H 7.256211 -5.229076 -3.950099 0.05 0.03 0.01 0.23
H 8.311632 -4.308259 -3.040565 -0.02 -0.02 -0.04 0.23
H 5.135144 -4.404342 -4.726753 -0.02 -0.10 -0.05 0.27
H 3.419504 -2.649515 -4.470022 -0.13 -0.04 -0.08 0.44
H 6.150450 -0.274974 -2.245803 0.06 0.12 0.06 0.40
H 7.876752 -2.009793 -2.469913 0.06 0.01 0.03 0.31
H 5.486324 2.892194 1.077560 0.14 0.14 0.06 0.49
H 3.593148 1.591482 2.344983 -0.02 0.06 0.25 0.28
```
Positions in Å, forces in eV/Å.

Summary:
- Kohn-Sham gap (eV) = 7.3
- net charge = -1
- HOMO (eV) = -5.126

Entry 3:
Below is an isolated ion of composition C6H10F3N4OS and charge +1 at a distorted geometry, with properties calculated with wB97M-V/def2-TZVPD.

The geometry in XYZ format:
```
25
Properties=species:S:1:pos:R:3:forces:R:3:mulliken_charge:R:1
C -3.893581 -0.528298 -1.306117 -0.81 -1.62 2.77 -0.89
N -2.444304 -0.687214 -1.187291 -2.27 -1.31 -1.20 -0.09
C -1.766785 0.275712 -0.750988 4.46 2.06 2.36 0.66
O -2.394670 1.271355 -0.215204 -1.24 0.13 -0.22 -0.46
N -0.359402 0.210427 -0.707330 -0.64 4.09 2.21 0.72
C 0.444996 -0.726483 -1.390213 -0.61 -2.31 -0.98 -1.07
N 0.110891 1.293727 0.077229 -1.78 -1.89 -0.70 -0.75
C 1.509893 1.586448 0.136340 0.12 0.33 -1.97 -0.63
N 2.371292 0.734648 0.803583 2.27 -0.67 -0.69 -0.40
C 2.207135 0.003816 1.798054 0.35 -0.57 -0.50 0.46
S 0.681164 -0.264689 2.528044 -0.64 -0.06 0.39 -0.03
C 3.469440 -0.705326 2.354286 -1.34 1.38 2.86 0.70
F 4.426331 -0.922044 1.554322 1.58 0.29 -2.07 -0.22
F 3.922483 0.085908 3.395733 -0.28 -0.46 -0.86 -0.25
F 3.139844 -1.867780 2.882279 -0.72 -0.97 0.57 -0.25
H -4.439430 -0.770904 -0.322567 1.09 0.24 -1.25 0.30
H -4.143709 0.462043 -1.514654 -0.20 1.49 -0.65 0.37
H -4.276372 -1.196627 -2.019996 -0.30 -0.74 -1.09 0.35
H -1.970424 -1.532670 -1.419726 0.02 -0.54 -0.34 0.20
H -1.982493 1.966615 0.330388 1.01 -0.64 -0.57 0.41
H -0.126839 -0.970735 -2.304697 0.49 -0.36 0.28 0.48
H 1.405182 -0.417413 -1.740169 0.50 1.06 0.05 0.36
H 0.657267 -1.631637 -0.789200 -0.39 0.28 -0.18 0.33
H 1.524011 2.470326 0.718481 0.04 1.39 0.35 0.35
H 1.928081 1.860795 -0.910585 -0.69 -0.59 1.44 0.34
```
Positions in Å, forces in eV/Å.

Summary:
- structure (SMILES) = C/[NH+]=C(O)/[N+](C)=N/C/N=C(\[S-])C(F)(F)F
- Kohn-Sham gap (spin up / spin down) (eV) = 8.1 / 7.0
- net charge = +1
- HOMO (spin up / spin down) (eV) = -13.148 / -12.899

Entry 4:
Below is C31H40FN7O3S4SbTi as an isolated structure at a distorted geometry, with properties calculated with wB97M-V/def2-TZVPD.

The geometry in XYZ format:
```
88
Properties=species:S:1:pos:R:3:forces:R:3:mulliken_charge:R:1
Ti -2.690035 0.697510 -0.345415 -0.19 0.97 -1.10 0.45
C -7.010699 -1.749723 -3.200119 -0.09 -0.07 -0.02 -0.78
S -5.458725 -1.107760 -3.844315 -0.01 0.03 0.23 0.03
C -4.610226 -0.748785 -2.373342 0.60 0.19 -0.52 0.33
S -3.040238 -0.017157 -2.608983 -0.27 -0.28 -0.36 -0.58
N -5.121472 -1.033192 -1.225001 -0.22 -0.24 0.35 -1.10
N -4.327416 -0.596494 -0.191733 -1.18 -0.79 1.15 1.13
C -4.813618 -0.817972 1.000992 -0.08 -0.22 -1.58 -0.89
C -4.126027 -0.218080 2.082471 0.78 0.73 0.99 0.87
C -4.534409 -0.294027 3.423956 -0.06 -0.21 -0.57 -1.09
C -3.814495 0.369214 4.381189 0.48 0.36 0.08 -0.30
C -2.676762 1.105949 3.998458 -0.39 -0.25 0.39 -1.10
C -2.329951 1.152511 2.676356 -0.07 -0.19 -0.55 -0.43
N -3.038967 0.516431 1.717891 -0.38 -0.13 0.57 0.86
H -7.632322 -1.951080 -4.070892 0.00 0.00 0.01 0.35
H -7.492590 -1.010710 -2.565277 0.02 0.02 -0.01 0.26
H -6.855949 -2.667885 -2.639296 0.04 0.00 -0.01 0.23
H -5.730063 -1.381874 1.119947 -0.04 0.02 0.01 0.39
H -5.411093 -0.875279 3.674668 -0.01 0.01 0.01 0.50
H -4.115484 0.327513 5.419187 0.02 0.00 0.01 0.44
H -2.074699 1.626738 4.729540 -0.02 0.01 0.01 0.46
H -1.462113 1.705013 2.334033 -0.02 0.00 0.00 0.51
F 2.768874 -3.134065 0.561384 -0.01 -0.05 0.02 -0.48
C 2.741804 -1.816700 0.243845 0.09 0.05 -0.05 -0.24
C 1.526345 -1.182931 0.153688 -0.04 -0.10 0.04 -0.44
C 1.471468 0.164879 -0.231821 -0.09 0.28 -0.16 0.52
C 0.239450 0.860998 -0.347917 0.00 -0.35 -0.15 0.58
O -0.884455 0.186807 -0.138419 0.40 0.13 0.47 0.00
C 0.264092 2.263491 -0.568363 0.26 0.12 0.08 0.78
C 1.445727 2.878521 -0.830468 -0.08 0.02 0.02 -0.86
N 2.624313 2.173919 -0.928485 0.04 -0.04 -0.14 0.34
C 3.798367 2.859160 -1.389457 -0.02 0.01 0.04 -0.41
C 4.510821 2.317595 -2.594939 -0.02 0.03 -0.02 -0.50
C 3.717392 3.585369 -2.698733 0.00 0.00 0.03 -0.81
C 2.688019 0.842479 -0.510783 0.10 0.01 0.13 -0.66
C 3.898749 0.188276 -0.348508 -0.03 0.12 -0.03 -0.46
C 3.946724 -1.170064 0.017070 -0.06 -0.02 0.11 0.39
N 5.165474 -1.885582 0.119187 -0.02 -0.21 -0.13 0.12
C 6.322482 -1.470602 -0.620689 0.02 0.04 0.02 -1.08
C 7.271991 -0.618477 0.220495 -0.01 0.01 0.03 -0.59
N 7.614909 -1.406201 1.460773 -0.01 -0.03 -0.03 -0.12
C 6.373471 -1.765292 2.242707 0.01 0.04 -0.01 -0.71
C 5.479318 -2.599197 1.332387 0.04 0.07 0.04 -0.65
C -0.972876 3.083762 -0.426711 0.06 -0.24 0.02 -0.03
O -0.958148 4.206219 0.048895 0.00 0.13 -0.10 -0.78
O -2.075467 2.486519 -0.796980 0.33 0.13 0.47 -0.65
H 0.611392 -1.724787 0.349016 0.00 0.02 0.00 0.59
H 1.509907 3.943882 -0.993499 -0.01 0.00 0.01 0.60
H 4.398641 3.320296 -0.609675 0.03 -0.06 0.02 0.41
H 4.084396 1.434759 -3.051487 0.01 -0.01 0.01 0.25
H 5.590657 2.378227 -2.619301 0.00 0.00 0.00 0.28
H 2.777024 3.533572 -3.229352 0.00 0.01 0.00 0.30
H 4.243225 4.525065 -2.782486 0.00 0.00 0.00 0.28
H 4.813775 0.731631 -0.534510 0.00 0.00 -0.01 0.47
H 6.028366 -0.907186 -1.504053 -0.02 -0.01 0.00 0.54
H 6.868504 -2.357041 -0.974495 0.02 0.00 0.01 0.36
H 6.792663 0.295772 0.567718 0.01 0.01 -0.02 0.43
H 8.203648 -0.379175 -0.289839 0.00 -0.03 -0.03 0.39
H 8.277118 -0.895253 2.043363 -0.03 0.03 0.00 0.35
H 8.076981 -2.273836 1.174611 0.03 0.01 0.03 0.38
H 5.894506 -0.822239 2.504957 -0.01 -0.02 0.03 0.36
H 6.688297 -2.286160 3.145448 0.00 -0.04 -0.02 0.40
H 4.573271 -2.860024 1.870758 -0.02 0.01 -0.03 0.37
H 5.986484 -3.542379 1.087769 0.02 0.00 0.02 0.31
C -0.275256 -2.551678 -2.499322 0.00 0.01 -0.04 -1.23
Sb -1.801046 -3.160515 -1.107609 0.08 0.02 0.05 0.51
C -3.106724 -4.012052 -2.579189 -0.03 -0.03 -0.04 -1.33
C -0.809839 -5.025230 -0.670873 -0.03 -0.04 -0.01 -1.26
H -0.491794 -2.981924 -3.477339 0.00 -0.01 0.01 0.52
H 0.690427 -2.922667 -2.154334 0.00 0.01 0.01 0.33
H -0.233941 -1.467652 -2.591401 -0.02 0.00 0.04 0.19
H -2.596770 -4.839611 -3.072547 -0.01 0.01 -0.01 0.44
H -3.371567 -3.259784 -3.321058 0.01 0.02 0.01 0.37
H -4.022028 -4.377368 -2.114942 0.01 -0.01 0.01 0.36
H -0.427106 -5.453510 -1.597652 0.01 -0.01 0.01 0.40
H -1.505768 -5.729805 -0.216066 -0.01 0.01 0.01 0.36
H 0.018918 -4.865283 0.019092 0.01 0.02 -0.01 0.25
S -5.168698 2.296756 -0.550045 0.07 -0.21 0.18 -0.32
C -4.860852 3.176161 0.836883 0.19 0.07 -0.08 0.31
N -3.767329 3.877694 1.102645 -0.14 -0.07 0.07 0.11
C -3.796861 4.755327 2.261033 -0.01 0.01 -0.01 -0.77
C -4.837013 4.167661 3.212511 0.01 0.04 -0.03 -0.36
S -6.014384 3.283373 2.142459 -0.06 0.04 0.04 -0.11
H -3.014973 3.929061 0.419899 0.02 0.10 -0.05 0.07
H -4.081414 5.763758 1.948564 0.01 -0.01 0.00 0.39
H -2.808414 4.801076 2.716337 0.00 0.01 0.00 0.29
H -5.355722 4.943893 3.768829 0.00 -0.02 0.02 0.45
H -4.392195 3.457481 3.906687 0.00 -0.01 0.02 0.15
```
Positions in Å, forces in eV/Å.

Summary:
- Kohn-Sham gap (spin up / spin down) (eV) = 4.1 / 6.4
- net charge = +1
- HOMO (spin up / spin down) (eV) = -7.009 / -9.355
- 2S+1 = 3

Entry 5:
Below is C3H10N2P as an isolated structure at a distorted geometry, with properties calculated with wB97M-V/def2-TZVPD.

The geometry in XYZ format:
```
16
Properties=species:S:1:pos:R:3:forces:R:3:mulliken_charge:R:1
C 0.176131 -1.212948 -0.422049 -1.14 1.71 3.01 -0.35
C -1.588239 1.297634 0.075404 -0.02 2.95 3.38 -1.09
C 0.545044 0.148588 -0.390052 0.95 3.92 -3.09 0.07
N -0.477774 -1.680119 0.610992 -0.64 -1.05 -1.16 -0.24
N -0.207721 1.052411 0.463282 0.25 -2.61 -0.73 -0.39
P 2.344740 0.221858 0.245515 0.29 -0.07 -0.16 -0.01
H 0.498094 -1.759366 -1.229327 0.12 -1.84 -1.70 0.48
H -2.284604 1.419892 0.955484 1.08 0.00 -0.34 0.33
H -1.744654 2.196864 -0.468422 0.25 0.92 -0.73 0.40
H -2.086739 0.582656 -0.425829 -0.80 -3.09 -2.08 0.41
H 0.697493 0.645184 -1.681524 -0.54 -1.82 3.58 0.36
H -1.095564 -2.462338 0.508927 0.45 -1.09 -0.10 0.25
H -0.698938 -1.185633 1.456123 0.21 1.18 -0.06 0.29
H 0.415226 1.794351 0.701828 -0.48 0.92 0.26 0.27
H 2.965009 0.073619 -1.002832 0.16 -0.04 -0.12 0.11
H 2.542502 -1.132660 0.602481 -0.13 0.01 0.05 0.10
```
Positions in Å, forces in eV/Å.

Summary:
- Kohn-Sham gap (eV) = 8.4
- net charge = +1
- HOMO (eV) = -13.525